Arrangement i

C9H14 | wB97M-V/def2-TZVPD

Computed properties:
- SMILES = Cc1ccccc1.CC
- LUMO energy (Ha) = 0.03854

Geometry as ORCA input:
```
! wB97M-V def2-TZVPD RIJCOSX def2/J DEFGRID3
* xyz 0 1
C -1.841 -0.410 -0.239
C -0.775 0.279 -1.029
C 0.208 1.102 -0.459
C 1.240 1.584 -1.229
C 1.551 1.016 -2.506
C 0.478 0.327 -3.037
C -0.733 0.083 -2.400
H -1.512 -1.412 0.027
H -2.843 -0.388 -0.645
H -2.135 0.014 0.727
H 0.238 1.171 0.611
H 1.905 2.372 -0.810
H 2.502 1.260 -2.909
H 0.550 -0.028 -4.071
H -1.541 -0.199 -3.021
C -0.081 -1.454 2.576
C 0.733 -0.181 2.712
H -0.512 -1.893 3.492
H -1.042 -1.475 2.024
H 0.638 -2.255 2.234
H 0.171 0.738 2.603
H 1.391 -0.188 1.784
H 1.410 -0.063 3.564
*
```

=====

Arrangement ii

C9H14 | wB97M-V/def2-TZVPD

Computed properties:
- SMILES = Cc1ccccc1.CC
- LUMO energy (Ha) = 0.03658

Geometry as ORCA input:
```
! wB97M-V def2-TZVPD RIJCOSX def2/J DEFGRID3
* xyz 0 1
C 0.228 2.088 -0.138
C -0.781 1.176 0.455
C -0.666 -0.233 0.232
C -1.664 -1.057 0.750
C -2.555 -0.587 1.770
C -2.637 0.757 1.930
C -1.809 1.678 1.266
H -0.272 3.094 -0.321
H 0.510 1.821 -1.148
H 1.055 2.356 0.473
H -0.017 -0.701 -0.485
H -1.759 -2.070 0.349
H -3.200 -1.265 2.294
H -3.388 1.279 2.536
H -2.064 2.711 1.302
C 2.422 -1.468 -2.166
C 2.270 -1.335 -0.633
H 1.649 -2.102 -2.710
H 2.197 -0.576 -2.691
H 3.431 -1.825 -2.393
H 3.309 -1.657 -0.063
H 1.415 -1.825 -0.249
H 2.328 -0.256 -0.360
*
```

=====

Arrangement iii

C9H14 | wB97M-V/def2-TZVPD

Computed properties:
- SMILES = Cc1ccccc1.CC
- LUMO energy (Ha) = 0.03880

Geometry as ORCA input:
```
! wB97M-V def2-TZVPD RIJCOSX def2/J DEFGRID3
* xyz 0 1
C 0.179 1.165 -3.934
C 0.282 1.308 -2.436
C -0.624 2.061 -1.714
C -0.643 1.995 -0.315
C 0.087 0.988 0.295
C 0.980 0.212 -0.410
C 1.130 0.390 -1.778
H 0.204 2.120 -4.469
H -0.784 0.762 -4.250
H 0.908 0.515 -4.312
H -1.275 2.741 -2.251
H -0.990 2.831 0.278
H -0.138 0.839 1.344
H 1.668 -0.512 0.008
H 2.022 0.115 -2.325
C -0.386 -1.627 3.744
C -0.272 -2.752 2.770
H -1.160 -1.829 4.497
H 0.419 -1.336 4.413
H -0.823 -0.706 3.388
H -0.197 -3.711 3.286
H 0.528 -2.670 2.032
H -1.115 -2.896 2.139
*
```

=====

Arrangement iv

C9H14 | wB97M-V/def2-TZVPD

Computed properties:
- SMILES = Cc1ccccc1.CC
- LUMO energy (Ha) = 0.03638

Geometry as ORCA input:
```
! wB97M-V def2-TZVPD RIJCOSX def2/J DEFGRID3
* xyz 0 1
C 0.185 -1.480 -2.078
C -0.567 -0.607 -1.133
C -1.886 -0.789 -0.688
C -2.566 0.157 0.048
C -1.937 1.405 0.228
C -0.575 1.591 -0.028
C 0.000 0.619 -0.873
H 1.299 -1.509 -1.897
H -0.017 -1.536 -3.159
H 0.192 -2.564 -1.894
H -2.181 -1.813 -0.513
H -3.407 -0.132 0.713
H -2.516 2.120 0.810
H 0.063 2.413 0.246
H 0.909 1.030 -1.332
C 3.131 0.265 2.408
C 2.472 -0.658 1.365
H 4.189 0.419 2.322
H 2.592 1.201 2.510
H 2.994 -0.247 3.413
H 1.450 -0.274 1.173
H 2.155 -1.584 1.860
H 2.895 -0.690 0.358
*
```

=====

Q: Which of them is the least stable? A: arrangement iv.

=====

Arrangement i

C9H14 | wB97M-V/def2-TZVPD

Computed properties:
- SMILES = Cc1ccccc1.CC
- LUMO energy (Ha) = 0.03694

Geometry as ORCA input:
```
! wB97M-V def2-TZVPD RIJCOSX def2/J DEFGRID3
* xyz 0 1
C 1.790 -2.728 -0.738
C 0.721 -1.912 -0.088
C 0.639 -1.650 1.259
C -0.405 -0.885 1.780
C -1.371 -0.356 0.954
C -1.320 -0.610 -0.413
C -0.282 -1.365 -0.911
H 1.407 -3.752 -0.864
H 2.742 -2.805 -0.221
H 1.953 -2.480 -1.784
H 1.399 -1.997 1.958
H -0.517 -0.828 2.855
H -2.218 0.209 1.328
H -2.023 -0.155 -1.098
H -0.226 -1.623 -1.962
C 0.503 4.203 -0.395
C -0.742 3.594 -1.040
H 0.289 4.767 0.512
H 1.236 3.433 -0.164
H 1.008 4.913 -1.053
H -1.592 4.271 -0.964
H -0.586 3.444 -2.112
H -0.987 2.644 -0.575
*
```

=====

Arrangement ii

C9H14 | wB97M-V/def2-TZVPD

Computed properties:
- SMILES = Cc1ccccc1.CC
- LUMO energy (Ha) = 0.03795

Geometry as ORCA input:
```
! wB97M-V def2-TZVPD RIJCOSX def2/J DEFGRID3
* xyz 0 1
C 1.857 2.155 2.222
C 0.656 1.531 1.576
C 0.348 0.198 1.832
C -0.818 -0.329 1.311
C -1.655 0.390 0.452
C -1.366 1.739 0.294
C -0.248 2.322 0.877
H 2.070 3.150 1.851
H 2.735 1.532 2.069
H 1.683 2.188 3.298
H 0.880 -0.362 2.585
H -1.177 -1.335 1.519
H -2.479 -0.107 -0.038
H -1.979 2.316 -0.368
H -0.063 3.378 0.718
C -0.420 -2.037 -1.937
C 0.307 -2.627 -3.123
H -1.473 -2.291 -1.821
H -0.026 -2.479 -1.011
H -0.244 -0.968 -1.822
H 1.290 -2.201 -3.322
H -0.257 -2.448 -4.044
H 0.381 -3.717 -3.119
*
```

=====

Arrangement iii

C9H14 | wB97M-V/def2-TZVPD

Computed properties:
- SMILES = Cc1ccccc1.CC
- LUMO energy (Ha) = 0.03804

Geometry as ORCA input:
```
! wB97M-V def2-TZVPD RIJCOSX def2/J DEFGRID3
* xyz 0 1
C -2.604 -0.609 -1.902
C -1.536 0.018 -1.088
C -1.758 0.449 0.198
C -1.015 1.454 0.832
C -0.072 2.087 0.072
C 0.291 1.534 -1.163
C -0.324 0.439 -1.736
H -2.349 -1.386 -2.627
H -3.043 0.131 -2.587
H -3.418 -1.003 -1.286
H -2.544 -0.076 0.736
H -1.113 1.673 1.881
H 0.392 3.004 0.403
H 1.106 1.985 -1.722
H 0.071 0.042 -2.650
C 1.966 -1.550 2.180
C 2.524 -0.803 0.997
H 2.597 -1.700 3.054
H 1.021 -1.165 2.587
H 1.697 -2.561 1.859
H 2.883 -1.567 0.295
H 3.389 -0.192 1.263
H 1.838 -0.203 0.405
*
```

=====

Arrangement iv

C9H14 | wB97M-V/def2-TZVPD

Computed properties:
- SMILES = Cc1ccccc1.CC
- LUMO energy (Ha) = 0.03535

Geometry as ORCA input:
```
! wB97M-V def2-TZVPD RIJCOSX def2/J DEFGRID3
* xyz 0 1
C 1.211 -0.335 2.047
C 0.577 -1.224 1.039
C -0.814 -1.653 1.224
C -1.515 -2.255 0.213
C -0.882 -2.568 -1.070
C 0.379 -2.055 -1.253
C 1.075 -1.482 -0.232
H 1.005 -0.556 3.170
H 0.645 0.657 2.062
H 2.332 -0.054 1.777
H -1.333 -1.609 2.183
H -2.588 -2.247 0.222
H -1.246 -3.039 -1.878
H 0.924 -1.986 -2.258
H 2.136 -1.203 -0.515
C 0.538 2.902 -0.550
C -0.917 2.569 -1.122
H 0.696 1.895 -0.151
H 1.251 3.272 -1.243
H 0.294 3.677 0.170
H -0.722 1.806 -1.959
H -1.534 3.183 -1.524
H -1.511 2.308 -0.352
*
```

=====

Q: Which of them is the least stable? A: arrangement iv.

=====

Arrangement i

C9H14 | wB97M-V/def2-TZVPD

Computed properties:
- SMILES = Cc1ccccc1.CC
- LUMO energy (Ha) = 0.03731

Geometry as ORCA input:
```
! wB97M-V def2-TZVPD RIJCOSX def2/J DEFGRID3
* xyz 0 1
C -2.342 2.012 -1.558
C -1.197 1.368 -1.048
C -1.179 0.773 0.215
C 0.071 0.544 0.821
C 1.221 0.632 0.040
C 1.139 1.053 -1.301
C -0.103 1.449 -1.827
H -2.610 1.871 -2.636
H -2.294 3.204 -1.388
H -3.240 1.627 -1.054
H -2.214 0.686 0.723
H 0.065 0.202 1.853
H 2.229 0.539 0.449
H 2.014 1.091 -1.903
H -0.178 1.961 -2.819
C 0.658 -3.716 1.602
C 1.638 -2.748 2.244
H -0.385 -3.346 1.687
H 1.001 -3.820 0.561
H 0.584 -4.749 2.084
H 1.487 -1.776 1.973
H 1.476 -2.628 3.380
H 2.635 -3.062 1.970
*
```

=====

Arrangement ii

C9H14 | wB97M-V/def2-TZVPD

Computed properties:
- SMILES = Cc1ccccc1.CC
- LUMO energy (Ha) = 0.03801

Geometry as ORCA input:
```
! wB97M-V def2-TZVPD RIJCOSX def2/J DEFGRID3
* xyz 0 1
C 1.534 0.598 -1.601
C 1.023 -0.427 -0.716
C 0.357 -0.108 0.532
C -0.168 -1.184 1.251
C -0.125 -2.518 0.728
C 0.494 -2.770 -0.476
C 1.144 -1.756 -1.147
H 0.810 0.943 -2.387
H 2.596 0.413 -1.971
H 1.711 1.568 -1.086
H 0.553 0.682 1.222
H -0.651 -1.084 2.249
H -0.552 -3.225 1.371
H 0.600 -3.737 -0.776
H 1.517 -1.930 -2.280
C -2.538 2.850 0.649
C -1.038 3.293 0.738
H -3.341 3.599 0.677
H -2.946 2.499 -0.289
H -2.685 2.079 1.482
H -0.292 2.473 0.518
H -0.674 3.913 1.616
H -0.746 3.943 -0.093
*
```

=====

Arrangement iii

C9H14 | wB97M-V/def2-TZVPD

Computed properties:
- SMILES = Cc1ccccc1.CC
- LUMO energy (Ha) = 0.03775

Geometry as ORCA input:
```
! wB97M-V def2-TZVPD RIJCOSX def2/J DEFGRID3
* xyz 0 1
C 2.220 -1.539 -0.377
C 1.143 -1.246 0.621
C -0.159 -0.938 0.226
C -1.140 -0.712 1.224
C -0.792 -0.671 2.541
C 0.538 -0.904 2.926
C 1.487 -1.258 1.999
H 1.779 -1.581 -1.374
H 2.624 -2.534 -0.170
H 3.056 -0.846 -0.319
H -0.434 -1.125 -0.804
H -2.153 -0.484 0.913
H -1.494 -0.717 3.363
H 0.821 -0.672 3.945
H 2.506 -1.539 2.216
C -0.856 2.079 -2.745
C -1.666 2.087 -1.464
H -1.153 2.839 -3.473
H 0.215 2.255 -2.630
H -0.971 1.128 -3.272
H -1.280 1.399 -0.714
H -2.728 1.896 -1.606
H -1.563 3.084 -1.024
*
```

=====

Q: Which of them is the least stable? A: arrangement ii.

=====

Arrangement i

C9H14 | wB97M-V/def2-TZVPD

Computed properties:
- SMILES = Cc1ccccc1.CC
- LUMO energy (Ha) = 0.03677

Geometry as ORCA input:
```
! wB97M-V def2-TZVPD RIJCOSX def2/J DEFGRID3
* xyz 0 1
C 1.462 1.040 -0.269
C 0.325 1.397 0.700
C 0.654 2.065 1.905
C -0.408 2.389 2.734
C -1.675 1.852 2.509
C -1.955 1.127 1.366
C -0.939 0.924 0.411
H 2.335 0.826 0.349
H 1.575 1.844 -0.994
H 1.239 0.105 -0.761
H 1.564 2.647 1.826
H -0.206 3.113 3.516
H -2.488 2.272 3.092
H -2.950 0.770 1.144
H -1.143 0.289 -0.439
C 0.018 -3.202 -2.721
C 0.661 -2.469 -1.515
H 0.597 -3.202 -3.647
H -0.147 -4.244 -2.456
H -0.864 -2.611 -2.981
H -0.043 -2.580 -0.691
H 0.763 -1.410 -1.712
H 1.622 -2.943 -1.368
*
```

=====

Arrangement ii

C9H14 | wB97M-V/def2-TZVPD

Computed properties:
- SMILES = Cc1ccccc1.CC
- LUMO energy (Ha) = 0.03808

Geometry as ORCA input:
```
! wB97M-V def2-TZVPD RIJCOSX def2/J DEFGRID3
* xyz 0 1
C -0.681 -0.713 -1.492
C 0.588 -0.025 -1.103
C 1.391 -0.514 -0.075
C 2.638 0.038 0.167
C 3.103 1.090 -0.612
C 2.332 1.546 -1.668
C 1.118 0.950 -1.955
H -1.589 -0.314 -1.028
H -0.655 -1.777 -1.270
H -0.960 -0.644 -2.546
H 1.019 -1.300 0.570
H 3.274 -0.318 0.965
H 4.087 1.498 -0.405
H 2.699 2.372 -2.267
H 0.517 1.289 -2.786
C -1.670 -0.352 2.269
C -3.038 -0.452 1.580
H -1.648 -1.066 3.084
H -0.889 -0.392 1.525
H -1.513 0.615 2.757
H -3.845 -0.332 2.303
H -3.091 -1.469 1.204
H -3.187 0.270 0.784
*
```

=====

Arrangement iii

C9H14 | wB97M-V/def2-TZVPD

Computed properties:
- SMILES = Cc1ccccc1.CC
- LUMO energy (Ha) = 0.03848

Geometry as ORCA input:
```
! wB97M-V def2-TZVPD RIJCOSX def2/J DEFGRID3
* xyz 0 1
C -3.060 1.059 1.486
C -1.857 0.247 0.951
C -0.954 -0.293 1.827
C -0.163 -1.321 1.313
C -0.018 -1.626 -0.014
C -0.882 -0.951 -0.942
C -1.780 -0.046 -0.433
H -3.931 0.401 1.287
H -3.119 1.977 0.883
H -3.070 1.194 2.573
H -0.836 -0.218 2.904
H 0.401 -1.994 1.967
H 0.789 -2.240 -0.355
H -0.860 -1.278 -1.990
H -2.371 0.515 -1.149
C 2.700 1.309 -1.096
C 2.787 -0.149 -1.503
H 3.496 1.586 -0.386
H 2.711 2.108 -1.854
H 1.757 1.492 -0.628
H 3.139 -0.270 -2.538
H 1.840 -0.709 -1.575
H 3.280 -0.791 -0.727
*
```

=====

Q: Which of them is the least stable? A: arrangement iii.

=====

Arrangement i

C9H14 | wB97M-V/def2-TZVPD

Computed properties:
- SMILES = Cc1ccccc1.CC
- LUMO energy (Ha) = 0.03802

Geometry as ORCA input:
```
! wB97M-V def2-TZVPD RIJCOSX def2/J DEFGRID3
* xyz 0 1
C -0.011 3.078 1.014
C -0.056 2.020 -0.060
C -1.029 1.025 -0.036
C -1.083 0.065 -1.036
C -0.171 0.089 -2.078
C 0.808 1.075 -2.108
C 0.864 2.030 -1.105
H 1.011 3.406 1.193
H -0.405 2.683 1.950
H -0.612 3.948 0.739
H -1.739 0.999 0.783
H -1.831 -0.716 -0.995
H -0.209 -0.657 -2.864
H 1.525 1.089 -2.918
H 1.637 2.792 -1.129
C 0.720 -2.370 1.258
C -0.398 -3.360 0.903
H 1.046 -2.520 2.289
H 1.582 -2.511 0.607
H 0.370 -1.343 1.141
H -0.075 -4.383 1.098
H -0.661 -3.283 -0.150
H -1.283 -3.155 1.505
*
```

=====

Arrangement ii

C9H14 | wB97M-V/def2-TZVPD

Computed properties:
- SMILES = Cc1ccccc1.CC
- LUMO energy (Ha) = 0.03664

Geometry as ORCA input:
```
! wB97M-V def2-TZVPD RIJCOSX def2/J DEFGRID3
* xyz 0 1
C 2.151 -1.110 -2.606
C 1.004 -0.654 -1.783
C 0.990 0.726 -1.592
C 0.080 1.414 -0.780
C -0.980 0.693 -0.296
C -0.949 -0.720 -0.427
C 0.027 -1.390 -1.184
H 2.118 -0.698 -3.616
H 2.231 -2.171 -2.734
H 3.156 -0.852 -2.316
H 1.849 1.305 -2.019
H 0.380 2.470 -0.497
H -1.631 1.378 0.193
H -1.773 -1.172 -0.009
H 0.045 -2.469 -1.315
C -1.732 0.956 3.537
C -0.573 -0.028 3.575
H -1.733 1.448 2.590
H -2.719 0.518 3.943
H -1.333 1.877 4.137
H -0.976 -0.979 3.827
H 0.203 0.123 4.425
H 0.079 -0.095 2.730
*
```

=====

Arrangement iii

C9H14 | wB97M-V/def2-TZVPD

Computed properties:
- SMILES = Cc1ccccc1.CC
- LUMO energy (Ha) = 0.03688

Geometry as ORCA input:
```
! wB97M-V def2-TZVPD RIJCOSX def2/J DEFGRID3
* xyz 0 1
C -0.978 -2.133 -0.585
C 0.288 -1.400 -0.927
C 1.506 -1.898 -0.474
C 2.662 -1.191 -0.769
C 2.642 -0.015 -1.495
C 1.405 0.524 -1.841
C 0.244 -0.180 -1.584
H -1.027 -3.125 -1.038
H -1.845 -1.586 -0.946
H -1.078 -2.241 0.499
H 1.597 -2.791 0.126
H 3.595 -1.585 -0.376
H 3.550 0.468 -1.822
H 1.400 1.524 -2.272
H -0.726 0.235 -1.826
C -1.458 1.911 1.163
C -1.839 1.907 2.648
H -2.150 2.549 0.611
H -0.474 2.358 1.027
H -1.489 0.914 0.734
H -2.074 0.912 3.023
H -2.717 2.521 2.875
H -1.035 2.322 3.250
*
```

=====

Arrangement iv

C9H14 | wB97M-V/def2-TZVPD

Computed properties:
- SMILES = Cc1ccccc1.CC
- LUMO energy (Ha) = 0.03816

Geometry as ORCA input:
```
! wB97M-V def2-TZVPD RIJCOSX def2/J DEFGRID3
* xyz 0 1
C -1.145 -1.508 0.099
C -1.222 -0.075 -0.445
C -1.046 1.030 0.381
C -1.047 2.340 -0.136
C -1.285 2.513 -1.481
C -1.230 1.449 -2.348
C -1.145 0.157 -1.814
H -1.551 -1.585 1.112
H -0.116 -1.824 0.289
H -1.613 -2.233 -0.547
H -1.114 1.042 1.487
H -0.893 3.097 0.629
H -1.313 3.490 -1.989
H -1.219 1.591 -3.429
H -0.871 -0.716 -2.397
C 2.047 -0.470 1.771
C 2.183 -1.692 0.845
H 1.470 -0.802 2.654
H 3.021 -0.108 2.092
H 1.392 0.331 1.436
H 3.123 -2.218 0.970
H 2.163 -1.363 -0.176
H 1.409 -2.445 0.996
*
```

=====

Q: Which of them is the least stable? A: arrangement ii.

=====

Arrangement i

C4H12 | wB97M-V/def2-TZVPD

Computed properties:
- SMILES = CC.CC
- LUMO energy (Ha) = 0.04184

Geometry as ORCA input:
```
! wB97M-V def2-TZVPD RIJCOSX def2/J DEFGRID3
* xyz 0 1
C 0.858 0.920 -0.811
C 2.309 1.409 -0.814
H 0.243 1.765 -0.730
H 0.614 0.265 -1.640
H 0.677 0.429 0.148
H 2.472 1.922 0.132
H 2.518 2.112 -1.626
H 3.053 0.633 -1.007
C -2.060 -0.623 0.731
C -1.097 -1.802 0.833
H -3.099 -0.855 0.536
H -2.162 -0.087 1.677
H -1.773 0.067 -0.062
H -0.829 -2.144 -0.161
H -1.552 -2.540 1.491
H -0.172 -1.472 1.299
*
```

=====

Arrangement ii

C4H12 | wB97M-V/def2-TZVPD

Computed properties:
- SMILES = CC.CC
- LUMO energy (Ha) = 0.04229

Geometry as ORCA input:
```
! wB97M-V def2-TZVPD RIJCOSX def2/J DEFGRID3
* xyz 0 1
C -1.354 -0.227 1.948
C -1.930 0.717 0.866
H -0.724 0.270 2.695
H -2.153 -0.555 2.617
H -0.989 -1.109 1.492
H -1.266 0.941 0.009
H -2.145 1.639 1.428
H -2.936 0.564 0.540
C 1.576 -1.001 -1.474
C 1.726 0.527 -1.383
H 2.269 -1.475 -2.214
H 1.956 -1.479 -0.510
H 0.612 -1.460 -1.718
H 2.203 0.775 -0.428
H 0.723 0.972 -1.306
H 2.412 0.795 -2.140
*
```

=====

Arrangement iii

C4H12 | wB97M-V/def2-TZVPD

Computed properties:
- SMILES = CC.CC
- LUMO energy (Ha) = 0.04042

Geometry as ORCA input:
```
! wB97M-V def2-TZVPD RIJCOSX def2/J DEFGRID3
* xyz 0 1
C -2.086 -0.347 0.168
C -2.194 -1.836 0.623
H -2.278 0.411 0.920
H -1.051 -0.346 -0.258
H -2.719 -0.168 -0.690
H -2.396 -2.435 -0.263
H -1.315 -2.224 1.144
H -2.967 -1.829 1.396
C 2.839 1.343 -0.230
C 1.453 0.742 -0.472
H 2.911 2.370 -0.665
H 2.947 1.524 0.822
H 3.651 1.001 -0.856
H 1.414 -0.268 -0.047
H 1.127 0.668 -1.508
H 0.665 1.393 -0.082
*
```

=====

Arrangement iv

C4H12 | wB97M-V/def2-TZVPD

Computed properties:
- SMILES = CC.CC
- LUMO energy (Ha) = 0.03976

Geometry as ORCA input:
```
! wB97M-V def2-TZVPD RIJCOSX def2/J DEFGRID3
* xyz 0 1
C -0.198 2.013 1.186
C -0.050 2.914 -0.024
H 0.808 1.747 1.484
H -0.739 2.391 2.011
H -0.778 1.089 0.979
H -0.646 3.718 0.180
H -0.176 2.355 -1.001
H 0.964 3.201 -0.192
C 0.513 -3.155 -0.408
C -0.169 -1.808 -0.808
H 1.633 -3.207 -0.655
H 0.357 -3.191 0.614
H -0.114 -3.961 -0.860
H 0.149 -0.862 -0.465
H -0.292 -1.522 -1.842
H -1.263 -1.722 -0.197
*
```

=====

Q: Which of them is the least stable? A: arrangement iv.